No. 1
C4H3O2 | the ωB97M-V functional and the def2-TZVPD basis

Summary:
Multiplicity: 3
HOMO (alpha / beta) (eV): 0.64 / -3.80
Charge: -1
Expectation value of S²: 2.012
Total energy (Eh): -304.5549

Last column: Löwdin charge in e.
CARTESIAN COORDINATES (ANGSTROEM)
C (0.404, -1.224, -0.465)  0.002
C (-0.876, -0.702, -0.186)  -0.498
C (1.141, -0.162, 0.010)  -0.556
C (-0.165, 0.696, 0.141)  -0.068
O (-2.053, -1.111, -0.274)  -0.094
O (2.301, 0.242, 0.103)  -0.070
H (0.841, -2.236, -0.847)  0.130
H (-0.417, 1.375, -0.663)  0.077
H (-0.531, 1.124, 1.077)  0.079

Atomic forces in eV per Å
C 1.1334 -4.9206 -1.1026
C 0.0193 1.6943 -0.8477
C -1.4700 3.3287 1.5288
C -1.4822 -1.7248 0.3682
O -1.1598 -0.5477 0.1611
O 3.1864 0.1479 -0.4311
H -1.0726 1.6540 0.4578
H 0.3684 0.3021 -0.3884
H 0.4772 0.0660 0.2539

---

No. 2
C17H22N3O7STa | the ωB97M-V functional and the def2-TZVPD basis

Summary:
HOMO (eV): -15.86
Charge: +2
Total energy (Eh): -1806.7795

Last column: Löwdin charge in e.
CARTESIAN COORDINATES (ANGSTROEM)
Ta (0.313, 0.371, 1.431)  1.903
C (1.429, 1.254, 3.459)  -0.139
C (1.876, -0.069, 3.378)  -0.104
C (0.754, -0.918, 3.506)  -0.105
C (-0.382, -0.115, 3.656)  -0.149
C (0.029, 1.247, 3.595)  -0.163
H (2.047, 2.134, 3.379)  0.130
H (2.887, -0.390, 3.191)  0.139
H (0.759, -1.994, 3.425)  0.138
H (-1.392, -0.451, 3.838)  0.145
H (-0.632, 2.083, 3.772)  0.145
N (1.751, 2.085, 0.810)  -0.044
C (3.197, 1.677, 0.731)  -0.163
C (3.465, 0.586, -0.303)  -0.053
C (2.542, -0.607, -0.245)  -0.573
O (2.396, -1.389, -1.145)  0.119
O (1.859, -0.692, 0.900)  -0.238
H (1.459, 2.355, -0.130)  0.107
H (1.682, 2.931, 1.370)  0.121
H (3.508, 1.354, 1.722)  0.108
H (3.788, 2.553, 0.464)  0.141
H (4.486, 0.223, -0.156)  0.154
H (3.442, 0.974, -1.323)  0.134
O (-4.785, -2.260, -0.372)  0.170
C (-3.782, -3.124, -0.417)  -0.476
O (-3.885, -4.226, -0.864)  0.170
C (-2.438, -2.664, 0.079)  -0.008
C (-1.288, -3.439, 0.022)  0.074
N (-0.268, -2.709, 0.486)  0.097
N (-0.686, -1.500, 0.867)  -0.080
C (-1.998, -1.451, 0.615)  -0.137
C (-2.580, -0.092, 0.848)  -0.491
O (-3.706, 0.219, 0.593)  0.171
O (-1.639, 0.727, 1.320)  -0.173
H (-4.578, -1.387, 0.005)  0.088
H (-1.161, -4.450, -0.333)  0.168
H (0.719, -2.934, 0.508)  0.178
O (0.203, 0.720, -0.650)  -0.644
S (-0.426, -0.126, -1.821)  1.119
C (0.555, 0.340, -3.266)  -0.272
C (-0.042, 1.639, -3.787)  -0.204
C (-1.552, 1.440, -3.722)  -0.194
C (-1.862, 0.883, -2.332)  -0.258
H (0.422, -0.488, -3.966)  0.122
H (1.599, 0.349, -2.955)  0.092
H (0.303, 1.833, -4.802)  0.135
H (0.268, 2.480, -3.164)  0.121
H (-1.870, 0.731, -4.488)  0.130
H (-2.108, 2.362, -3.881)  0.135
H (-2.756, 0.263, -2.281)  0.105
H (-1.922, 1.661, -1.569)  0.109

Atomic forces in eV per Å
Ta 1.1355 0.0267 0.1338
C 0.2746 0.2692 -0.2838
C 0.0230 -0.1934 0.1328
C 0.2518 -0.1758 -0.4332
C -0.4993 0.6474 0.4077
C -0.9865 -0.3052 0.6277
H 0.0422 -0.0012 0.1994
H -0.0366 -0.0113 0.0421
H 0.0557 -0.0185 0.1556
H -0.0165 -0.0137 -0.1241
H 0.0884 0.0742 -0.1608
N -0.2529 -0.0474 -0.1273
C 0.1562 -0.0513 -0.0940
C 0.0042 0.1410 0.0621
C -0.0467 -0.0631 -0.7839
O 0.0337 0.0194 0.2186
O 0.3501 -0.3948 0.0054
H -0.0653 -0.0062 0.0495
H 0.0581 0.0094 0.0088
H -0.0117 0.0077 -0.0109
H -0.0108 0.0175 0.0816
H -0.0059 -0.0007 -0.0063
H -0.0391 0.0200 0.0096
O -0.1738 -0.0459 -0.0445
C 0.1174 -0.0245 -0.0881
O 0.0154 0.0105 0.0535
C -0.0556 0.3564 0.1362
C 0.0516 -0.1417 -0.0906
N -0.1399 -0.0049 0.0499
N -0.0488 -0.0645 -0.0365
C 0.0338 0.0220 0.0826
C 0.0463 -0.1225 -0.0738
O -0.1077 -0.0218 0.0065
O -0.1301 0.0991 -0.0549
H 0.1414 0.0151 0.0576
H -0.0174 -0.0034 -0.0066
H 0.0116 0.0075 -0.0314
O -0.1221 0.0543 0.0827
S -0.1369 -0.0373 -0.2753
C 0.0463 -0.0084 0.1290
C 0.0372 0.0337 -0.0229
C -0.0292 -0.0340 -0.0264
C 0.0132 -0.0483 0.0520
H -0.0360 -0.0167 0.0013
H -0.0230 -0.0029 -0.0188
H 0.0013 0.0095 0.0032
H -0.0031 0.0034 -0.0080
H -0.0024 0.0091 0.0057
H 0.0186 0.0080 -0.0007
H 0.0073 -0.0019 0.0031
H -0.0178 0.0001 0.0048

---

No. 3
C5H10O2 | the ωB97M-V functional and the def2-TZVPD basis

Summary:
HOMO (eV): -9.61
Total energy (Eh): -346.9654
SMILES string: CCO[C@@H](C)C=O

Last column: Löwdin charge in e.
CARTESIAN COORDINATES (ANGSTROEM)
C (-0.854, 2.376, -0.713)  -0.072
C (-0.364, 1.345, 0.282)  -0.283
O (-0.377, 0.078, -0.347)  -0.138
C (0.247, -0.934, 0.408)  -0.385
C (-0.342, -2.282, 0.013)  -0.022
C (1.750, -0.926, 0.148)  -0.204
O (2.526, -1.665, 0.703)  0.064
H (-1.833, 2.084, -1.105)  0.080
H (-0.946, 3.358, -0.239)  0.077
H (-0.159, 2.462, -1.553)  0.078
H (0.653, 1.592, 0.629)  0.121
H (-1.012, 1.320, 1.173)  0.124
H (0.093, -0.773, 1.487)  0.156
H (0.177, -3.083, 0.546)  0.087
H (-1.406, -2.309, 0.262)  0.086
H (-0.233, -2.440, -1.064)  0.091
H (2.079, -0.201, -0.629)  0.138

Atomic forces in eV per Å
C -0.0022 0.0116 -0.0151
C 0.0243 0.2228 0.0953
O -0.0552 -0.0546 -0.0637
C 0.0387 -0.1429 0.1035
C -0.0024 -0.0601 -0.0093
C 0.2323 -0.2911 0.2099
O -0.3352 0.3753 -0.2503
H 0.1177 0.0495 0.0652
H 0.0136 -0.1327 -0.0371
H -0.0871 -0.0288 0.0895
H -0.1042 -0.0149 -0.0588
H 0.0800 -0.0136 -0.1069
H 0.0190 0.0047 -0.1193
H -0.0699 0.1170 -0.0842
H 0.1418 0.0110 -0.0348
H -0.0050 0.0233 0.1301
H -0.0062 -0.0765 0.0862

---

No. 4
C29H34O6PSn | the ωB97M-V functional and the def2-TZVPD basis

Summary:
HOMO (eV): -9.21
Charge: +1
Total energy (Eh): -2132.2083

Last column: Löwdin charge in e.
CARTESIAN COORDINATES (ANGSTROEM)
Sn (-0.018, -0.773, 0.747)  1.451
C (-2.455, -0.294, 3.098)  -0.143
C (-2.310, -1.782, 3.245)  -0.205
O (-1.004, -2.220, 3.012)  -0.209
C (-0.951, -3.622, 2.902)  -0.187
C (0.467, -3.978, 2.570)  -0.165
O (0.854, -3.569, 1.248)  -0.229
C (0.837, -4.517, 0.157)  -0.153
C (-0.316, -4.249, -0.812)  -0.174
O (-0.403, -2.824, -1.002)  -0.313
C (-1.230, -2.475, -2.082)  -0.198
C (-2.582, -1.906, -1.603)  -0.155
O (-2.336, -0.729, -0.812)  -0.242
C (-3.483, -0.267, -0.063)  -0.162
C (-3.001, 0.752, 0.929)  -0.134
O (-2.032, 0.102, 1.783)  -0.304
H (-1.834, 0.282, 3.868)  0.158
H (-3.489, -0.075, 3.199)  0.119
H (-3.050, -2.308, 2.619)  0.137
H (-2.535, -1.974, 4.298)  0.144
H (-1.613, -3.906, 2.067)  0.133
H (-1.307, -4.059, 3.874)  0.156
H (0.553, -5.075, 2.745)  0.139
H (1.202, -3.475, 3.222)  0.146
H (0.811, -5.560, 0.526)  0.134
H (1.787, -4.397, -0.439)  0.142
H (-1.252, -4.624, -0.410)  0.120
H (-0.092, -4.783, -1.773)  0.143
H (-1.409, -3.366, -2.689)  0.126
H (-0.715, -1.724, -2.702)  0.134
H (-3.162, -2.677, -1.077)  0.134
H (-3.074, -1.603, -2.549)  0.139
H (-3.877, -1.106, 0.479)  0.120
H (-4.284, 0.228, -0.623)  0.143
H (-3.812, 1.126, 1.554)  0.138
H (-2.514, 1.578, 0.415)  0.127
O (0.593, 0.279, 3.430)  -0.003
C (1.013, 0.569, 2.349)  -0.492
C (1.925, 1.631, 2.056)  -0.238
C (2.750, 2.115, 3.098)  0.017
C (3.682, 3.136, 2.834)  -0.044
C (3.792, 3.659, 1.547)  -0.059
C (3.104, 3.078, 0.475)  -0.050
C (2.105, 2.128, 0.758)  -0.355
P (1.104, 1.537, -0.533)  0.981
C (2.131, 1.068, -1.948)  -0.366
C (2.823, -0.146, -1.911)  -0.080
C (3.376, -0.653, -3.128)  -0.055
C (3.425, 0.168, -4.271)  -0.084
C (2.901, 1.447, -4.241)  -0.069
C (2.182, 1.890, -3.100)  -0.076
C (-0.101, 2.711, -1.165)  -0.357
C (-0.355, 3.884, -0.369)  -0.074
C (-1.222, 4.877, -0.823)  -0.073
C (-1.902, 4.698, -2.043)  -0.069
C (-1.727, 3.511, -2.793)  -0.077
C (-0.884, 2.504, -2.334)  -0.108
H (2.563, 1.651, 4.064)  0.120
H (4.346, 3.530, 3.614)  0.117
H (4.516, 4.473, 1.392)  0.118
H (3.252, 3.492, -0.501)  0.107
H (2.786, -0.754, -0.995)  0.100
H (3.681, -1.682, -3.213)  0.098
H (3.865, -0.238, -5.186)  0.111
H (2.930, 2.140, -5.084)  0.111
H (1.694, 2.864, -3.065)  0.103
H (0.239, 4.053, 0.511)  0.094
H (-1.442, 5.795, -0.270)  0.111
H (-2.656, 5.397, -2.344)  0.097
H (-2.113, 3.478, -3.827)  0.115
H (-0.749, 1.559, -2.903)  0.119

Atomic forces in eV per Å
Sn 0.7629 0.5092 0.3392
C 1.8911 0.5426 0.3448
C -0.3420 0.1881 0.9629
O 0.0058 0.6093 -0.4992
C -0.2363 0.3375 0.3217
C 0.8005 -1.0131 -0.0434
O -0.0725 -0.7686 -0.2536
C 0.5850 0.3095 -0.1636
C 0.5874 0.1214 0.0003
O 0.4131 -1.5535 -0.3589
C -0.6390 0.4798 0.1265
C 0.8172 0.4093 -1.0976
O -1.1906 -0.0529 -0.0676
C 0.5005 0.2800 -0.1688
C 0.5658 -0.6152 0.3867
O 0.1236 0.6861 -0.1096
H -0.8429 -0.8685 -1.1068
H -0.9930 0.4039 0.2830
H 0.2466 0.0457 -0.0261
H -0.3860 -0.2930 0.0891
H 0.0259 -0.3794 0.2714
H 0.3934 -0.0019 -0.8593
H 0.2770 0.5159 -0.4447
H -0.5871 -0.1815 0.0106
H -0.0805 0.4390 -0.1079
H -0.7433 0.0633 0.8702
H -0.3494 -0.0892 0.0348
H -0.2258 0.4554 0.6672
H -0.2112 0.1893 -0.2424
H -0.1186 -0.1592 0.2286
H 0.0154 0.3346 0.1077
H -0.3226 -0.2010 0.5624
H -0.4933 -0.5325 0.2218
H 0.1916 -0.3906 -0.6248
H -0.0856 0.0804 -0.1804
H 0.1322 0.1387 0.0656
O -0.1830 0.1743 2.5816
C -1.6057 -1.6789 -2.5543
C 2.1905 2.0301 0.6551
C -0.0302 0.3704 -0.8074
C -0.4896 -0.5157 0.5129
C 0.7303 -0.3110 -0.3053
C -0.5226 0.6622 1.6817
C 1.4312 1.0904 0.4075
P -1.7610 -2.3373 -1.2177
C 0.4744 0.8597 -0.6305
C -0.2477 -0.7870 -1.3762
C -0.6628 1.2715 0.7548
C 0.1501 -0.7578 0.3755
C -1.1835 1.0601 0.8793
C 0.8885 -0.9802 0.0478
C -1.1677 1.9204 0.8006
C 0.4414 -0.5428 -1.5745
C -0.8480 -0.3660 -0.6567
C 0.4288 -1.3684 0.5266
C 0.3212 0.8728 -0.1365
C 0.9879 -0.4241 0.3469
H 0.3754 0.2900 0.0232
H -0.4988 -0.2073 -0.2396
H -0.4158 -0.4587 -0.1350
H -0.0535 -0.0841 -0.5134
H 0.1170 0.1426 -0.5428
H 0.3701 -0.0730 0.2221
H -0.1335 0.2294 0.3020
H 0.1974 -0.4649 0.0766
H 0.1447 -0.2605 -0.2608
H 0.0664 0.0043 0.3322
H 0.3489 -0.4299 0.0452
H 0.0334 0.4853 -0.3110
H -0.2199 -0.3018 0.8530
H -0.0894 0.8468 0.2977

---

| no. | maximum force (Eh/bohr) |
| --- | --- |
| 1 | 0.101 |
| 2 | 0.024 |
| 3 | 0.011 |
| 4 | 0.067 |